(1)
# C10H15N3O3S2

An isolated molecule of C10H15N3O3S2 at a distorted geometry (ωB97M-V/def2-TZVPD, the OMol25 dataset).

Bonds (Å) are listed after each position.
Positions of all 33 atoms, in Å:
1 C -1.2593 -2.0100 -2.4487  C2 1.522, H19 1.086, H20 1.087, H21 1.087
2 C -1.2984 -3.0896 -1.3769  C1 1.522, O3 1.428, H22 1.091, H23 1.095
3 O -1.5109 -2.5232 -0.0828  C2 1.428, C4 1.329
4 C -0.4682 -1.9506 0.5100  O3 1.329, O5 1.205, C6 1.517
5 O 0.6524 -1.9621 0.0671  C4 1.205
6 C -0.8557 -1.2977 1.8235  C4 1.517, C7 1.522, H24 1.093, H25 1.091
7 C -2.2187 -0.6239 1.7509  C6 1.522, S8 1.828, H26 1.089, H27 1.089
8 S -2.4031 0.4663 0.2949  C7 1.828, C9 1.841
9 C -1.5748 2.0076 0.8663  S8 1.841, C10 1.502, H28 1.089, H29 1.086
10 C -1.0007 2.6368 -0.3714  C9 1.502, O11 1.205, N12 1.383
11 O -1.5528 3.4921 -1.0171  C10 1.205
12 N 0.2006 2.1218 -0.8240  C10 1.383, C13 1.365, H30 1.014
13 C 1.1063 1.3177 -0.1943  N12 1.365, N14 1.289, S18 1.760
14 N 1.1768 1.0889 1.0725  C13 1.289, N15 1.329
15 N 2.1802 0.2871 1.4155  N14 1.329, C16 1.278
16 C 2.8964 -0.1266 0.4418  N15 1.278, C17 1.474, S18 1.763
17 C 4.0339 -1.0573 0.5590  C16 1.474, H31 1.090, H32 1.088, H33 1.086
18 S 2.3658 0.5050 -1.1164  C13 1.760, C16 1.763
19 H -1.2149 -2.4705 -3.4313  C1 1.086
20 H -0.3811 -1.3836 -2.3132  C1 1.087
21 H -2.1478 -1.3869 -2.3808  C1 1.087
22 H -2.1421 -3.7655 -1.5274  C2 1.091
23 H -0.3611 -3.6562 -1.3689  C2 1.095
24 H -0.8763 -2.0752 2.5918  C6 1.093
25 H -0.0711 -0.5873 2.0862  C6 1.091
26 H -2.4173 -0.0326 2.6432  C7 1.089
27 H -3.0070 -1.3641 1.6215  C7 1.089
28 H -2.3291 2.6635 1.2986  C9 1.089
29 H -0.7983 1.7413 1.5778  C9 1.086
30 H 0.4591 2.4445 -1.7494  N12 1.014
31 H 3.7402 -2.0280 0.1601  C17 1.090
32 H 4.8902 -0.6950 -0.0065  C17 1.088
33 H 4.2986 -1.1689 1.6067  C17 1.086

Calculated values
Energy relative to the best compared isomer or geometry (same formula, charge and spin) (kJ/mol): 0.0
SMILES: CCOC(=O)CCSCC(=O)Nc1nnc(C)s1
Strongest force on any atom (eV Å⁻¹): 1.5
Multiplicity: 1
LUMO energy (eV): 0.502

***

(2)
# C10H15N3P

A cluster of 2 separate species, C10H15N3P in total at a distorted geometry (ωB97M-V/def2-TZVPD, the OMol25 dataset).

Bonds (Å) are listed after each position.
Positions of all 29 atoms, in Å:
1 C 0.4909 -3.3822 -2.6317  C2 1.363, C3 1.372, H15 1.023
2 C 1.2069 -2.2486 -2.3845  C1 1.363, C4 1.382, H16 1.058
3 C -0.7345 -3.5730 -2.0448  C1 1.372, C5 1.339, H17 1.071
4 C 0.9200 -1.4475 -1.2958  C2 1.382, C6 1.358, H18 1.163
5 C -1.1179 -2.7042 -1.1005  C3 1.339, C6 1.426, H19 1.025
6 C -0.2686 -1.6433 -0.6691  C4 1.358, C5 1.426, C7 1.480
7 C -0.8020 -0.6226 0.2606  C6 1.480, N11 1.246, N12 1.518
8 C 3.5146 2.5953 1.5002  C10 1.329, H20 1.139, H21 1.113
9 C -3.5218 1.3410 0.8001  N13 1.528, H23 1.107, H24 1.106, H25 1.104
10 C 3.8507 3.8815 1.4812  C8 1.329, H26 1.076, H27 1.080
11 N -2.0126 -0.5969 0.5530  C7 1.246, N13 1.411
12 N 0.0473 0.4975 0.8332  C7 1.518, P14 1.635, H28 1.021
13 N -2.4605 0.4285 1.4125  C9 1.528, N11 1.411, P14 2.033, H29 1.101
14 P -0.7774 1.4846 1.8420  N12 1.635, N13 2.033, H22 1.421
15 H 0.8154 -3.8713 -3.4698  C1 1.023
16 H 2.1365 -2.2369 -2.8886  C2 1.058
17 H -1.3225 -4.4201 -2.3354  C3 1.071
18 H 1.7064 -0.6607 -0.9575  C4 1.163
19 H -2.0719 -2.8240 -0.7448  C5 1.025
20 H 4.1988 1.6936 1.6236  C8 1.139
21 H 2.4981 2.1584 1.3827  C8 1.113
22 H -0.8742 2.5104 0.8634  P14 1.421
23 H -3.3603 1.7472 -0.2174  C9 1.107
24 H -4.3802 0.6445 0.8108  C9 1.106
25 H -3.6828 2.0887 1.5961  C9 1.104
26 H 4.8224 4.3393 1.4142  C10 1.076
27 H 3.1849 4.6793 1.1854  C10 1.080
28 H 1.0241 0.2430 0.9888  N12 1.021
29 H -3.0297 -0.1017 2.1918  N13 1.101

Calculated values
Energy relative to the best compared isomer or geometry (same formula, charge and spin) (kJ/mol): 183.3
Total charge: +1
Strongest force on any atom (eV Å⁻¹): 4.5
Multiplicity: 1
LUMO energy (eV): -3.870

***

(3)
# C10H15N4

A cluster of 2 separate species, C10H15N4 in total at a distorted geometry (ωB97M-V/def2-TZVPD, the OMol25 dataset).

Bonds (Å) are listed after each position.
Positions of all 29 atoms, in Å:
1 C 2.0342 0.3271 1.0481  C3 1.381, C5 1.432, H15 1.168
2 C 2.4032 -1.4064 -0.6725  C4 1.389, C5 1.423, H16 1.066
3 C 0.6810 0.0550 1.0244  C1 1.381, C6 1.399, H17 1.165
4 C 1.0233 -1.5625 -0.6735  C2 1.389, C6 1.382, H18 1.126
5 C 2.9013 -0.3359 0.1217  C1 1.432, C2 1.423, C8 1.552
6 C 0.1484 -0.9384 0.1959  C3 1.399, C4 1.382, N14 1.403
7 C -2.7810 0.5113 0.4967  C10 1.480, N13 1.271, H27 1.094
8 C 4.3822 0.1242 0.0726  C5 1.552, H19 1.132, H20 1.085, H21 1.161
9 C -1.9620 1.0281 -1.8050  C10 1.491, H22 1.097, H23 1.070, H24 1.089
10 C -2.0234 1.4389 -0.3728  C7 1.480, C9 1.491, H25 1.183, H26 1.053
11 N -2.3968 -2.9846 -0.4380  N12 1.121
12 N -1.6963 -2.1457 -0.1879  N11 1.121, N14 1.179
13 N -2.8333 0.6152 1.7623  C7 1.271, H28 1.023, H29 1.043
14 N -1.2420 -1.1218 0.1799  C6 1.403, N12 1.179
15 H 2.5564 1.0948 1.7569  C1 1.168
16 H 2.8465 -1.9336 -1.4861  C2 1.066
17 H 0.0404 0.5767 1.8459  C3 1.165
18 H 0.5244 -2.4275 -1.1942  C4 1.126
19 H 5.0630 -0.5568 0.6680  C8 1.132
20 H 4.6445 0.1592 -0.9794  C8 1.085
21 H 4.5020 1.2206 0.4356  C8 1.161
22 H -1.1735 1.6773 -2.2050  C9 1.097
23 H -1.7014 -0.0050 -1.9060  C9 1.070
24 H -2.9253 1.1445 -2.2995  C9 1.089
25 H -0.9753 1.5133 0.1703  C10 1.183
26 H -2.2703 2.4154 -0.0643  C10 1.053
27 H -3.5845 -0.0915 0.0635  C7 1.094
28 H -2.5692 1.4964 2.2109  N13 1.023
29 H -3.6166 0.1119 2.2315  N13 1.043

Calculated values
Energy relative to the best compared isomer or geometry (same formula, charge and spin) (kJ/mol): 496.7
Total charge: +1
Strongest force on any atom (eV Å⁻¹): 4.8
Multiplicity: 1
LUMO energy (eV): -4.103